# 1
The following is a quantum chemistry calculation of a structure of composition C32H35BrGe2PdSe, from OMol25.

strongest force on any atom	0.88	eV/A
LUMO level (spin up / spin down)	-3.034 / -4.539	eV
Kohn-Sham gap (spin up / spin down)	0.288 / 0.231	Ha
expectation value of S²	0.75
DFT total energy	-285646.7339	eV
energy relative to the best compared isomer or geometry (same formula, charge and spin)	0.00	kJ/mol

ORCA input file:
```
! RIJCOSX wB97M-V def2-TZVPD def2/J DEFGRID3
* xyz 1 2
H -3.173 -0.125 -6.448
C 1.994 1.285 0.655
C 1.966 -3.867 1.976
C 3.463 5.207 1.402
C 1.626 3.749 0.971
C -2.364 0.133 -5.764
C -1.316 -2.776 -0.435
H -5.548 0.653 3.616
H -2.180 -2.511 -1.031
C 4.283 0.493 0.711
C -1.768 0.627 2.756
H 0.857 2.618 3.637
H 2.295 -1.048 3.798
H 0.291 -0.498 -3.809
C 2.449 -3.005 2.917
Pd 0.079 0.961 0.062
H 5.802 1.929 1.117
H 2.561 -0.751 0.376
H 4.972 -0.338 0.631
C -2.688 1.227 1.899
Se -1.137 0.902 -2.327
H -2.190 -3.311 -6.092
C 1.864 -1.731 3.073
H 2.265 1.548 3.429
C -4.043 1.234 2.204
C -1.428 -2.940 -5.406
H -1.470 0.330 -6.357
C 0.794 -1.342 2.310
C -4.493 0.644 3.376
C -0.856 -1.909 0.517
H 2.419 -4.841 1.837
C 0.364 -4.384 0.167
H 3.288 -3.289 3.539
H 3.831 6.206 1.591
C 1.206 1.587 3.673
H -1.071 -4.712 -1.368
H 1.062 1.217 4.691
H -0.525 -2.728 -5.981
H -1.399 -0.985 0.691
C 4.322 4.151 1.326
H 1.049 1.878 -3.158
H -0.156 3.141 -2.797
H -1.202 -3.728 -4.687
Br -0.267 3.538 0.717
C -3.588 0.040 4.238
H 1.396 5.843 1.272
H -1.547 -0.464 4.605
H 5.387 4.302 1.451
Ge -2.061 -1.326 -4.503
H -0.291 2.201 -4.300
C 2.899 0.261 0.561
C 3.851 2.839 1.072
H -2.369 1.695 0.975
C -2.236 0.027 3.926
C 0.255 -2.237 1.339
H -3.934 -0.424 5.152
H -3.628 -2.648 -2.963
C -0.695 -4.028 -0.618
C 0.864 -3.507 1.160
H 0.841 -5.349 0.041
C 2.080 5.007 1.219
C 4.743 1.746 0.981
H -4.551 -1.651 -4.086
C -0.624 -0.732 -3.265
C 2.459 2.610 0.895
C 0.007 2.168 -3.256
H -0.380 -1.482 -2.514
H -2.647 1.048 -5.241
H -3.804 -0.904 -2.676
Ge 0.164 0.495 2.447
H -4.745 1.702 1.526
C -3.671 -1.670 -3.443
*
```

# 2
The following is a quantum chemistry calculation of a structure of composition C17H29HgN3O4PS, from OMol25.

strongest force on any atom	0.52	eV/A
LUMO level (spin up / spin down)	5.066 / 5.057	eV
Kohn-Sham gap (spin up / spin down)	0.169 / 0.260	Ha
expectation value of S²	0.76
DFT total energy	-55059.3606	eV
energy relative to the best compared isomer or geometry (same formula, charge and spin)	0.00	kJ/mol

ORCA input file:
```
! RIJCOSX wB97M-V def2-TZVPD def2/J DEFGRID3
* xyz -2 2
O -1.189 2.579 3.134
P -0.494 1.548 -1.751
H -4.034 -0.510 2.137
H -3.116 -0.787 3.626
C -0.480 -3.298 1.875
H 3.535 -2.180 3.987
C -1.316 -2.411 2.547
O 1.672 -0.999 -1.441
C 2.929 -1.154 -1.556
C -0.653 1.625 -3.601
C -2.197 -1.589 1.853
H 0.343 1.401 -3.996
N 2.965 -1.387 0.946
O 3.584 -1.044 -2.603
S -0.042 1.683 2.700
H 3.972 -2.615 -0.428
H 1.166 3.730 -3.244
H 0.165 -4.037 -0.039
C -3.029 -0.562 2.562
C -0.513 -3.381 0.491
H 2.224 -0.128 3.517
H -0.915 2.630 -3.956
C 3.694 -1.565 -0.295
C 2.670 -2.125 3.320
C -2.225 -1.691 0.463
N 1.822 -1.031 3.742
C 1.270 3.794 -2.158
N -0.396 1.043 1.279
H 2.255 4.222 -1.950
H -1.339 -0.409 -3.830
H 4.643 -1.016 -0.281
H -3.543 1.853 -1.783
C -1.398 -2.574 -0.213
Hg 1.045 -0.325 0.733
H -1.268 3.215 -0.245
H -1.407 -2.600 -1.295
C -1.686 2.843 -1.185
C 1.104 2.430 -1.498
H 0.224 -3.903 2.432
H -1.752 3.685 -1.885
H 1.202 2.508 -0.411
H -2.953 1.450 -0.161
H 0.908 -1.034 3.303
H 2.144 -3.069 3.480
H -1.708 0.618 -5.222
H -2.556 0.419 2.457
H 0.524 4.505 -1.797
H -3.731 3.005 -0.454
C -3.061 2.256 -0.888
C 3.300 -2.236 1.919
C -1.644 0.594 -4.130
H -2.649 0.759 -3.733
H -2.868 -1.025 -0.101
H -1.250 -2.320 3.626
H 1.878 1.733 -1.834
O 4.174 -3.122 1.835
*
```

# 3
The following is a quantum chemistry calculation of a structure of composition C25H33ClIrN6O5, from OMol25.

strongest force on any atom	0.36	eV/A
LUMO level (spin up / spin down)	-6.292 / -8.429	eV
Kohn-Sham gap (spin up / spin down)	0.250 / 0.215	Ha
expectation value of S²	8.78
DFT total energy	-60979.0223	eV
energy relative to the best compared isomer or geometry (same formula, charge and spin)	40.57	kJ/mol

ORCA input file:
```
! RIJCOSX wB97M-V def2-TZVPD def2/J DEFGRID3
* xyz 2 6
C -0.681 4.606 5.887
O 2.815 -1.249 -5.398
N 0.041 2.033 2.707
H -2.325 2.813 -2.752
H -2.433 5.206 4.797
H -1.088 2.845 -0.652
H 1.872 -1.573 1.189
C 2.346 -0.033 -3.435
C 1.332 0.174 -2.523
H -0.221 2.271 -1.887
H 1.123 3.828 6.756
C 0.445 3.790 5.915
Ir -0.340 0.222 0.048
H -3.492 2.725 -0.507
C 1.809 -5.430 1.342
H 4.903 0.397 -1.264
C -0.419 -2.544 2.248
H -0.759 -3.567 4.103
H 1.793 -6.510 1.384
H 1.032 0.238 -7.516
C 2.079 -0.451 -4.860
O 1.295 0.549 1.782
N 0.963 0.064 -5.423
H -2.179 1.064 -2.719
H -1.805 -1.163 -1.978
C -1.329 -3.152 3.272
H -0.874 5.280 6.712
C -3.498 1.890 -1.219
C -1.321 3.712 3.754
H -2.905 -0.551 1.034
C 2.821 0.510 -0.806
N 1.176 1.250 2.758
C -3.741 0.582 -0.487
H -1.941 -2.156 -0.431
H -0.102 -5.230 2.271
H -1.990 3.669 2.907
H 4.465 -0.179 -3.682
C 0.510 -0.328 -6.741
O -0.871 -0.044 -6.740
C 3.898 0.323 -1.656
C 2.924 -3.378 0.751
C -0.186 2.898 3.795
H -4.738 0.599 -0.042
N -1.006 2.051 -1.282
C -2.251 1.952 -2.087
C 0.710 2.927 4.871
H -1.887 -3.978 2.825
C 0.744 -3.308 1.770
H -2.031 -2.403 3.629
C 1.847 -2.651 1.223
N 1.552 0.429 -1.222
O -0.723 1.968 1.723
N -2.722 0.325 0.553
H 3.740 -5.336 0.422
H 0.296 0.077 -2.827
H -4.358 2.073 -1.865
Cl 0.079 -2.532 -1.607
H 3.788 -2.867 0.346
C 2.900 -4.767 0.800
C -1.561 4.566 4.809
H 0.722 -1.389 -6.865
H -2.787 1.043 1.269
H 1.584 2.295 4.890
H -1.202 -0.082 -7.642
C 3.661 0.023 -2.986
H 0.503 0.865 -5.025
C 0.741 -4.703 1.843
H -3.730 -0.252 -1.192
H 2.979 0.719 0.244
O -0.684 -1.407 1.831
C -1.308 -1.642 -1.140
*
```

# 4
The following is a quantum chemistry calculation of a cluster of 2 separate species, C7H22N3Si in total, from OMol25.

strongest force on any atom	3.99	eV/A
LUMO level	-3.347	eV
Kohn-Sham gap	0.295	Ha
DFT total energy	-19954.7249	eV
energy relative to the best compared isomer or geometry (same formula, charge and spin)	296.12	kJ/mol

ORCA input file:
```
! RIJCOSX wB97M-V def2-TZVPD def2/J DEFGRID3
* xyz 1 1
H 1.566 -2.757 2.458
H 2.295 2.569 -0.279
H 0.755 -2.371 -1.215
H 0.241 -3.035 0.238
H -3.358 1.105 1.493
H -3.542 2.388 0.222
H -1.215 2.373 -1.827
H -2.025 -0.160 -2.347
H 1.583 1.404 -1.832
H -2.479 -0.987 0.808
N 2.086 0.654 0.080
H -4.117 -0.639 0.070
C 0.721 -2.148 -0.151
H 0.212 1.212 -0.793
C 2.541 1.923 0.587
H 3.582 1.741 0.804
C 1.237 0.732 -1.047
H -1.916 2.266 0.895
H -3.216 1.938 -2.628
C -2.881 1.696 0.650
H 1.888 2.248 1.380
C 2.325 -2.653 1.603
H 3.159 -2.169 2.088
N 1.905 -1.667 0.550
H 2.569 -3.534 0.975
Si -2.167 1.199 -1.938
H 1.143 -0.197 -1.596
N -2.574 0.754 -0.424
C 2.316 -0.443 0.782
C -3.037 -0.597 -0.081
H 3.123 -0.236 1.419
H -2.722 -1.318 -0.826
H 0.000 -1.292 -0.117
*
```

# 5
The following is a quantum chemistry calculation of the ion C3H10N3O with charge +1, from OMol25.

strongest force on any atom	2.72	eV/A
LUMO level	-3.683	eV
Kohn-Sham gap	0.390	Ha
SMILES	[H]/N=C(\OC)N(C)[NH3+]
DFT total energy	-9781.7806	eV
energy relative to the best compared isomer or geometry (same formula, charge and spin)	436.06	kJ/mol

ORCA input file:
```
! RIJCOSX wB97M-V def2-TZVPD def2/J DEFGRID3
* xyz 1 1
H -2.002 -1.178 1.846
H 1.527 2.081 0.570
H 0.423 2.456 -1.926
N 1.441 1.022 0.492
C -1.035 -1.701 1.612
H 1.348 0.999 -2.092
H -0.515 0.816 -2.121
H 1.149 0.416 1.320
O -0.059 -0.881 0.958
C 0.401 1.323 -1.718
N -1.342 -0.605 -1.018
H -0.430 -1.974 2.452
H -1.026 -2.507 0.944
H 2.231 0.536 0.113
C -0.483 -0.268 -0.196
N 0.255 0.881 -0.344
H -1.883 -1.414 -0.893
*
```

# 6
The following is a quantum chemistry calculation of the molecule H5P3, from OMol25.

strongest force on any atom	3.09	eV/A
LUMO level	0.528	eV
Kohn-Sham gap	0.342	Ha
SMILES	P[PH]#[PH2]
DFT total energy	-27945.3719	eV
energy relative to the best compared isomer or geometry (same formula, charge and spin)	40.78	kJ/mol

ORCA input file:
```
! RIJCOSX wB97M-V def2-TZVPD def2/J DEFGRID3
* xyz 0 1
H 0.977 1.313 0.547
P -0.328 1.457 -0.188
H 0.680 -1.183 1.591
H -1.501 -0.541 1.251
H -1.233 -1.068 -1.686
H -0.162 2.328 -1.301
P -0.486 -1.614 0.893
P 0.154 -0.624 -0.914
*
```

# 7
The following is a quantum chemistry calculation of a cluster of 8 separate species, C26H52O10 in total, from OMol25.

strongest force on any atom	13.59	eV/A
LUMO level	0.237	eV
Kohn-Sham gap	0.354	Ha
SMILES	CCOC(C)=O.CCOC(C)=O.CC(C)=O.CC(C)=O.CC(C)=O.CC(C)=O.CC(C)=O.CC(C)=O
DFT total energy	-48268.3205	eV
energy relative to the best compared isomer or geometry (same formula, charge and spin)	1089.64	kJ/mol

ORCA input file:
```
! RIJCOSX wB97M-V def2-TZVPD def2/J DEFGRID3
* xyz 0 1
C 14.562 -63.576 53.641
H 14.867 -63.860 51.612
O 16.796 -57.256 54.985
H 14.082 -62.273 52.151
C 16.634 -58.615 55.180
C 17.186 -66.721 57.000
H 13.732 -61.164 59.716
O 14.360 -60.762 62.991
C 10.253 -64.304 60.438
C 13.885 -61.839 58.921
H 19.964 -61.036 56.077
H 10.179 -63.316 60.393
H 13.905 -60.641 65.863
C 14.772 -62.710 54.881
H 18.927 -62.000 59.731
H 13.610 -64.824 58.992
C 11.365 -64.131 55.974
C 17.313 -56.790 53.785
H 17.443 -54.703 52.902
H 18.879 -60.641 57.444
H 12.082 -66.258 57.613
C 17.998 -66.363 58.314
C 11.951 -61.722 63.167
O 21.650 -61.459 57.921
C 19.920 -62.474 59.229
O 9.653 -64.223 62.791
C 19.482 -61.471 56.819
H 11.439 -62.460 63.911
H 16.246 -59.908 56.711
H 9.505 -66.675 62.704
H 17.345 -54.748 54.751
H 16.392 -58.386 57.374
H 18.517 -57.039 53.815
H 11.241 -62.224 56.391
H 17.778 -65.543 55.440
H 13.146 -59.420 64.876
H 17.535 -65.528 58.716
C 12.848 -65.506 57.103
O 16.898 -67.997 56.777
H 18.249 -67.324 58.814
O 16.915 -59.523 54.423
H 14.900 -58.733 56.540
H 11.278 -61.017 62.680
H 19.560 -63.360 58.797
H 13.405 -62.687 59.156
C 15.979 -58.939 56.499
H 16.958 -64.571 56.762
H 15.472 -62.067 52.215
C 9.858 -66.431 61.769
C 15.369 -62.271 58.946
C 16.960 -55.289 53.703
C 9.905 -64.981 61.722
H 14.764 -64.889 57.845
C 13.000 -60.339 65.069
O 16.099 -61.931 57.980
C 13.211 -60.888 63.698
H 14.449 -66.655 58.536
O 12.329 -64.224 56.836
H 15.980 -65.742 55.479
H 13.055 -66.042 56.300
H 15.457 -62.617 61.109
H 18.765 -62.207 56.783
O 10.721 -64.972 55.468
C 15.754 -63.149 60.238
H 13.956 -62.031 55.158
H 20.642 -62.689 60.008
H 18.915 -66.059 57.876
O 14.273 -64.900 53.794
H 12.315 -62.500 62.587
H 14.882 -63.346 55.750
H 16.865 -57.284 52.950
H 9.880 -62.584 55.891
H 15.978 -54.905 53.562
C 20.428 -61.710 57.998
H 15.755 -62.140 54.665
H 9.709 -64.868 59.683
H 15.118 -63.997 60.279
C 13.974 -65.553 58.212
H 9.049 -66.751 61.092
H 10.785 -67.001 61.375
H 11.482 -62.355 54.813
C 14.815 -62.910 52.319
H 11.262 -64.464 59.921
C 16.931 -65.527 56.035
H 13.599 -61.316 57.933
H 16.720 -63.392 60.052
C 11.020 -62.726 55.703
H 12.023 -60.376 65.472
*
```

# 8
The following is a quantum chemistry calculation of the ion C10H13N4 with charge +1, from OMol25.

strongest force on any atom	4.16	eV/A
LUMO level (spin up / spin down)	-4.176 / -4.174	eV
Kohn-Sham gap (spin up / spin down)	0.257 / 0.257	Ha
DFT total energy	-16529.9671	eV
energy relative to the best compared isomer or geometry (same formula, charge and spin)	476.15	kJ/mol

ORCA input file:
```
! RIJCOSX wB97M-V def2-TZVPD def2/J DEFGRID3
* xyz 1 1
H -2.174 -3.725 1.328
C -0.439 -3.770 0.245
H 0.936 -0.715 -3.214
C 0.130 3.927 0.875
N -0.528 -2.864 -0.629
H -1.990 3.614 0.806
C 0.307 1.180 0.189
C 0.215 -0.826 -1.263
H -1.338 -5.129 1.365
C -1.010 3.130 0.553
C 1.349 3.322 0.865
C 0.521 0.047 -2.513
H 2.488 1.610 0.587
C -0.913 1.800 0.179
H -1.768 1.454 -0.367
C 0.472 -0.217 -0.031
H 1.238 -1.932 0.847
H 1.296 -0.480 1.806
H -0.429 0.385 -2.934
C 1.419 1.921 0.589
N -0.089 -2.158 -1.502
N -1.653 -4.391 0.737
H -0.019 4.929 1.227
H 2.226 3.835 1.396
H 1.127 0.957 -2.190
N 0.884 -0.982 1.005
H -2.258 -4.921 0.042
*
```

# 9
The following is a quantum chemistry calculation of the molecule C5H4O, from OMol25.

strongest force on any atom	7.15	eV/A
LUMO level (spin up / spin down)	-1.660 / -1.297	eV
Kohn-Sham gap (spin up / spin down)	0.286 / 0.282	Ha
SMILES	C=c1c(=C)c1=O
DFT total energy	-7291.7367	eV
energy relative to the best compared isomer or geometry (same formula, charge and spin)	383.21	kJ/mol

ORCA input file:
```
! RIJCOSX wB97M-V def2-TZVPD def2/J DEFGRID3
* xyz 0 1
O 1.644 0.663 2.017
C 0.876 0.283 1.139
C -0.411 0.010 0.694
H -2.289 1.112 1.262
H 0.448 -1.359 -1.865
H -2.224 0.370 -0.555
C -1.907 0.463 0.536
C 0.666 -0.301 -0.188
C 1.082 -0.764 -1.356
H 2.115 -0.478 -1.683
*
```

# 10
The following is a quantum chemistry calculation of a cluster of 2 separate species, C2H7NO2P in total, from OMol25.

strongest force on any atom	3.52	eV/A
LUMO level (spin up / spin down)	3.661 / 3.971	eV
Kohn-Sham gap (spin up / spin down)	0.268 / 0.254	Ha
DFT total energy	-17058.5561	eV
energy relative to the best compared isomer or geometry (same formula, charge and spin)	550.48	kJ/mol

ORCA input file:
```
! RIJCOSX wB97M-V def2-TZVPD def2/J DEFGRID3
* xyz -1 1
O -3.067 0.725 1.036
H 1.845 1.465 -0.907
O -1.279 -0.590 -1.847
N 0.406 0.543 0.031
C 0.783 1.495 -0.937
H -0.364 -1.607 1.591
C -0.600 -1.789 0.547
H -1.329 -2.672 0.295
H 0.162 0.777 0.945
H 0.367 2.529 -0.757
H 0.332 -2.010 0.130
H 0.314 1.198 -1.904
P -1.061 -0.216 -0.408
*
```

# 11
The following is a quantum chemistry calculation of the molecule C4H7NO, from OMol25.

strongest force on any atom	0.51	eV/A
LUMO level	0.764	eV
Kohn-Sham gap	0.287	Ha
DFT total energy	-7796.0233	eV
energy relative to the best compared isomer or geometry (same formula, charge and spin)	349.39	kJ/mol

ORCA input file:
```
! RIJCOSX wB97M-V def2-TZVPD def2/J DEFGRID3
* xyz 0 1
H 2.694 0.103 -0.180
H -0.899 1.521 0.054
C 1.794 0.354 0.364
C 0.386 -0.522 -1.361
H 1.826 0.785 1.351
H -1.777 -1.187 -0.153
C -1.742 -0.370 0.590
O -2.612 -0.216 1.411
H -0.599 -0.472 -1.799
C -0.563 0.592 0.531
H -0.276 0.825 1.558
N 0.617 0.101 -0.202
H 1.235 -0.881 -1.925
*
```